The following is a DFT calculation (the ωB97M-V functional and the def2-TZVPD basis) of a structure of composition C5H6O in a non-equilibrium geometry.

Calculated values
- DFT total energy: -269.192480 hartree
- Energy relative to the best compared isomer or geometry (same formula, charge and spin): 4.184 eV
- Spin multiplicity: 1
- Frontier orbital gap: 9.798 eV

Last column: natural (NBO) charge in e.
Cartesian coordinates (Å):
C -0.05 1.44 0.55  -0.61
C -0.17 -0.02 0.05  -0.36
C -1.50 -0.42 -0.45  0.41
O -2.49 0.26 -0.38  -0.54
C 1.00 -0.74 -0.35  -0.11
C 1.99 -1.46 -0.32  -0.24
H 0.84 1.60 1.15  0.23
H -0.01 2.16 -0.29  0.23
H -0.94 1.71 1.13  0.24
H 0.05 -1.18 0.57  0.39
H -1.52 -1.46 -0.81  0.11
H 2.79 -1.90 -0.86  0.24



The following is a DFT calculation (the ωB97M-V functional and the def2-TZVPD basis) of a structure of composition H10O5 in a non-equilibrium geometry.

Calculated values
- DFT total energy: -382.086146 hartree
- Energy relative to the best compared isomer or geometry (same formula, charge and spin): 2.613 eV
- Expectation value of S²: 0.7505
- Spin multiplicity: 2
- Frontier orbital gap (spin up / spin down): 2.294 / 9.083 eV
- Net charge: -1

Last column: Löwdin spin population.
Cartesian coordinates (Å):
O 2.54 -0.16 -1.79  0.09
H 2.03 -0.23 -0.59  0.02
H 3.40 -0.53 -1.98  0.01
O 1.25 -0.21 0.26  0.28
H 0.51 -0.72 -0.18  0.04
H 0.97 0.74 0.16  0.16
O -0.69 -1.25 -1.77  0.09
H -0.14 -0.14 -1.96  0.02
O 0.24 0.86 -2.43  0.12
H 1.24 0.54 -2.31  0.02
H 0.04 0.56 -3.34  0.03
H -1.39 -1.42 -1.14  0.02
O -3.47 0.30 5.43  0.06
H -3.65 0.59 6.34  0.01
H -2.89 1.07 5.29  0.02



The following is a DFT calculation (the ωB97M-V functional and the def2-TZVPD basis) of an isolated molecule of C2H4F2IN in a non-equilibrium geometry.

Calculated values
- DFT total energy: -630.733379 hartree
- SMILES: NCC(F)(F)I
- Energy relative to the best compared isomer or geometry (same formula, charge and spin): 0.896 eV
- Spin multiplicity: 1
- Frontier orbital gap: 9.345 eV

Last column: natural (NBO) charge in e.
Cartesian coordinates (Å):
N -0.82 1.01 -0.86  -0.84
C 0.21 0.07 -0.72  -0.23
C 0.29 -0.51 1.01  0.59
F -0.38 0.38 1.79  -0.35
F -0.34 -1.69 0.99  -0.34
I 2.44 -0.84 1.51  0.03
H -1.20 1.34 0.03  0.38
H -1.61 0.70 -1.40  0.37
H 0.10 -0.76 -1.51  0.20
H 1.32 0.30 -0.85  0.18



The following is a DFT calculation (the ωB97M-V functional and the def2-TZVPD basis) of a cluster of 14 separate species, C28H84O28 in total in a non-equilibrium geometry.

Calculated values
- DFT total energy: -3223.439662 hartree
- Energy relative to the best compared isomer or geometry (same formula, charge and spin): 9.142 eV
- Spin multiplicity: 1
- Frontier orbital gap: 8.134 eV

Last column: Mulliken charge in e.
Cartesian coordinates (Å):
C 3.04 2.70 2.33  1.11
C 2.84 3.82 3.38  -1.03
O 2.57 5.14 3.01  -0.50
O 3.45 3.04 1.09  -0.61
H 2.16 2.07 2.19  -0.53
H 3.85 2.07 2.70  0.27
H 3.69 3.88 4.06  0.36
H 2.08 3.49 4.09  0.39
H 3.15 5.25 2.26  0.38
H 4.26 3.53 1.29  0.27
C 2.46 1.77 -2.19  0.62
C 4.02 1.57 -2.23  -0.74
O 4.27 0.32 -3.04  -0.47
O 1.96 2.65 -1.19  -0.28
H 2.06 0.82 -1.83  -0.48
H 1.98 1.99 -3.14  0.38
H 4.47 1.43 -1.24  0.18
H 4.52 2.50 -2.50  0.40
H 4.96 -0.25 -2.70  0.27
H 2.56 2.65 -0.44  0.00
C 0.95 4.72 -3.78  -0.50
C -0.02 5.44 -4.81  -0.47
O 0.61 5.68 -6.06  -0.53
O 0.27 4.07 -2.81  -0.10
H 1.63 5.33 -3.18  0.38
H 1.62 4.13 -4.40  0.27
H -0.36 6.35 -4.33  0.28
H -0.89 4.77 -4.84  0.27
H -0.07 6.03 -6.64  0.32
H 0.82 3.78 -2.08  0.10
C -3.61 4.22 -0.50  -0.75
C -2.51 3.11 -0.98  0.50
O -2.37 2.88 -2.40  -0.65
O -4.80 4.02 -1.11  -0.52
H -3.08 5.14 -0.77  0.29
H -3.78 4.34 0.57  0.41
H -3.03 2.19 -0.72  -0.10
H -1.57 3.22 -0.43  0.09
H -1.46 2.94 -2.70  0.31
H -5.41 4.54 -0.57  0.36
C -3.57 -0.64 2.14  -0.22
C -3.43 0.58 3.16  -0.44
O -3.21 0.11 4.47  -0.65
O -2.41 -1.31 2.04  -0.07
H -3.83 -0.30 1.13  0.16
H -4.31 -1.34 2.51  0.39
H -4.19 1.35 3.21  0.46
H -2.50 1.06 2.85  -0.13
H -2.36 -0.33 4.47  0.38
H -2.52 -2.26 2.00  0.10
C -0.50 -3.96 -0.74  1.20
C -0.81 -5.39 -1.32  -0.90
O -1.42 -6.28 -0.39  -0.55
O -1.74 -3.30 -0.44  -0.10
H 0.08 -3.31 -1.39  -0.34
H 0.05 -4.08 0.19  -0.50
H 0.00 -5.90 -1.84  0.48
H -1.54 -5.31 -2.13  0.31
H -0.83 -6.91 0.04  0.32
H -2.36 -4.00 -0.20  0.13
C 0.08 -3.39 3.44  0.04
C 1.11 -4.13 4.30  -0.94
O 1.93 -3.16 4.99  -0.25
O 0.35 -1.95 3.22  -0.01
H -0.84 -3.53 4.01  0.49
H 0.08 -3.96 2.51  -0.13
H 1.74 -4.65 3.58  0.31
H 0.46 -4.87 4.77  0.38
H 2.38 -3.66 5.67  0.23
H 0.02 -1.89 2.32  -0.03
C 3.75 -1.69 0.56  -0.28
C 3.12 -3.00 0.95  0.77
O 4.10 -3.67 1.71  -0.71
O 3.66 -0.86 1.79  -0.30
H 3.21 -1.40 -0.34  -0.44
H 4.79 -1.74 0.24  0.57
H 2.85 -3.71 0.17  0.24
H 2.28 -2.78 1.61  -0.35
H 4.47 -3.14 2.42  0.34
H 4.52 -0.50 2.04  0.20
C -0.63 4.83 2.13  -0.31
C -0.98 3.41 2.59  0.93
O -1.36 3.35 3.92  -0.70
O -1.80 5.60 2.32  -0.59
H -0.45 4.77 1.06  0.10
H 0.17 5.31 2.70  0.28
H -0.21 2.72 2.25  -0.30
H -1.80 3.10 1.94  0.07
H -0.94 2.58 4.30  0.37
H -2.01 5.64 3.25  0.35
C 3.46 -0.51 6.49  -1.09
C 4.00 -0.64 5.05  -0.17
O 2.81 -0.45 4.21  -0.19
O 2.51 -1.37 6.85  -0.40
H 3.06 0.49 6.64  0.27
H 4.28 -0.57 7.21  0.51
H 4.40 -1.62 4.79  0.18
H 4.84 0.05 4.96  0.48
H 2.91 -0.20 3.29  0.06
H 3.06 -2.05 7.24  0.33
C -2.18 -2.18 -5.27  -0.05
C -2.60 -1.62 -3.88  0.19
O -3.71 -0.72 -3.95  -0.47
O -3.24 -2.93 -5.89  -0.60
H -1.55 -3.05 -5.08  0.16
H -1.61 -1.51 -5.91  0.29
H -1.83 -1.10 -3.31  -0.37
H -2.82 -2.48 -3.24  0.21
H -3.45 0.10 -4.39  0.32
H -3.98 -2.73 -5.31  0.33
C 1.61 -2.04 -3.85  0.31
C 2.02 -1.38 -5.13  -0.46
O 0.78 -1.32 -5.89  -0.48
O 2.53 -1.81 -2.79  -0.30
H 1.58 -3.10 -4.12  0.41
H 0.68 -1.79 -3.35  -0.46
H 2.75 -1.99 -5.66  0.22
H 2.36 -0.35 -5.09  0.27
H 0.59 -0.44 -6.21  0.30
H 3.26 -2.44 -2.78  0.20
C -5.35 -2.30 -0.83  0.95
C -5.62 -3.66 -1.57  -0.87
O -4.97 -3.66 -2.85  -0.44
O -5.58 -1.19 -1.59  -0.57
H -4.32 -2.28 -0.49  -0.77
H -6.07 -2.23 -0.02  0.42
H -6.69 -3.85 -1.69  0.32
H -5.27 -4.53 -1.02  0.36
H -5.50 -3.09 -3.41  0.30
H -5.70 -1.46 -2.50  0.28
C -0.45 0.26 -0.75  0.40
C 0.22 0.35 0.61  0.66
O 0.92 -0.79 0.88  1.35
O -1.86 -0.06 -0.66  0.08
H -0.04 -0.52 -1.39  -0.43
H -0.40 1.20 -1.30  -0.29
H -0.37 0.70 1.46  0.17
H 0.99 1.11 0.49  -1.09
H 1.45 -0.79 1.68  -0.67
H -1.83 -0.89 -0.19  -0.44



The following is a DFT calculation (the ωB97M-V functional and the def2-TZVPD basis) of a structure of composition C24H36CoP2Si in a non-equilibrium geometry.

Calculated values
- DFT total energy: -3290.652542 hartree
- Energy relative to the best compared isomer or geometry (same formula, charge and spin): 1.030 eV
- Expectation value of S²: 6.0215
- Spin multiplicity: 5
- Frontier orbital gap (spin up / spin down): 7.456 / 7.020 eV
- Net charge: +1

Last column: Löwdin spin population.
Cartesian coordinates (Å):
C 2.00 1.56 3.08  0.06
C 1.24 0.34 2.89  0.09
C 1.84 -0.36 1.81  0.10
H 0.29 0.07 3.38  0.01
C 2.89 0.42 1.23  0.09
C 2.99 1.65 2.03  0.06
H 3.64 2.48 1.83  0.01
H 1.86 2.28 3.86  0.00
H 1.53 -1.35 1.44  0.03
H 3.44 0.21 0.32  0.00
Co 1.26 1.51 1.37  2.32
C -1.54 0.20 -2.44  0.01
H -0.63 -0.40 -2.52  0.00
H -1.26 1.25 -2.08  0.00
H -2.18 -0.42 -1.68  0.01
Si -0.77 -2.23 0.63  0.55
C -2.47 -2.72 -0.15  0.07
C -3.07 -3.43 0.92  0.03
H -2.58 -3.45 1.89  0.01
C -4.24 -4.17 0.78  0.00
H -4.65 -4.66 1.66  0.00
C -4.87 -4.24 -0.45  0.01
H -5.81 -4.77 -0.54  0.00
C -4.32 -3.59 -1.55  0.00
H -4.83 -3.63 -2.52  0.00
C -3.12 -2.86 -1.41  0.01
H -2.69 -2.43 -2.32  0.00
C 0.32 -3.36 -0.38  0.08
C -0.08 -4.63 -0.85  0.02
H -1.13 -4.89 -0.88  0.00
C 0.84 -5.60 -1.30  0.00
H 0.50 -6.59 -1.60  0.00
C 2.19 -5.27 -1.39  0.01
H 2.91 -6.02 -1.70  0.00
C 2.59 -3.96 -1.09  0.00
H 3.65 -3.69 -1.21  0.00
C 1.66 -3.02 -0.68  0.02
H 1.99 -1.99 -0.58  0.00
H -0.73 -2.32 2.13  0.07
H -2.07 0.30 -3.45  0.00
C 0.50 3.32 -2.21  0.04
P 1.45 2.54 -0.79  0.12
C 2.98 2.08 -1.72  0.01
C 1.94 4.22 0.03  0.00
C 0.96 4.55 1.17  0.01
P -0.30 3.14 1.37  0.09
C -0.91 3.24 3.09  0.01
C -1.70 3.77 0.35  0.03
H 0.88 2.90 -3.16  0.00
H 0.65 4.41 -2.25  0.00
H -0.57 3.12 -2.12  0.00
H 3.27 2.87 -2.43  0.00
H 3.82 1.90 -1.04  0.00
H 2.75 1.16 -2.28  0.00
H 2.98 4.09 0.37  0.00
H 1.93 4.99 -0.76  0.00
H 1.50 4.62 2.14  0.00
H 0.39 5.48 0.98  0.00
H -0.07 3.51 3.76  0.00
H -1.72 3.98 3.17  0.00
H -1.28 2.24 3.35  0.00
H -1.37 4.41 -0.48  0.00
H -2.25 2.89 -0.04  0.00
H -2.38 4.35 1.01  0.00